Record 1
C26H25CuN4O5Te | ωB97M-V/def2-TZVPD

Last column: Mulliken spin population.
Positions of all 62 atoms, in Å:
Cu (-0.107, -0.119, -0.007)  0.59
C (-0.726, 3.902, 1.612)  0.00
C (-0.486, 2.798, 0.620)  0.01
N (0.305, 1.812, 0.877)  0.06
N (0.829, 1.741, 2.132)  0.00
C (1.951, 1.027, 2.230)  -0.01
O (2.674, 0.597, 1.301)  0.00
C (2.384, 0.757, 3.646)  0.00
C (3.545, 0.022, 3.859)  0.00
C (3.981, -0.248, 5.150)  0.00
C (3.256, 0.214, 6.240)  0.00
C (2.089, 0.941, 6.032)  0.00
C (1.654, 1.211, 4.742)  0.00
C (-1.184, 2.846, -0.683)  0.00
C (-2.241, 3.737, -0.892)  0.00
C (-2.918, 3.718, -2.099)  0.00
C (-2.537, 2.809, -3.071)  0.00
C (-1.465, 1.980, -2.788)  0.00
N (-0.792, 2.010, -1.647)  0.00
H (-0.089, 3.748, 2.475)  0.00
H (-1.769, 3.903, 1.943)  0.00
H (-0.509, 4.877, 1.166)  0.00
H (4.086, -0.334, 2.992)  0.00
H (4.888, -0.821, 5.308)  0.00
H (3.592, 0.002, 7.249)  0.00
H (1.519, 1.296, 6.883)  0.00
H (0.744, 1.766, 4.561)  0.00
H (-2.533, 4.426, -0.114)  0.00
H (-3.742, 4.401, -2.270)  0.00
H (-3.056, 2.736, -4.017)  0.00
H (-1.129, 1.245, -3.515)  0.00
C (2.066, 0.367, -3.371)  0.00
Te (2.049, 0.630, -1.217)  0.17
C (3.670, -0.756, -1.114)  0.00
H (3.113, 0.304, -3.674)  0.01
H (1.609, 1.232, -3.857)  0.00
H (1.553, -0.546, -3.674)  0.00
H (3.426, -1.603, -1.750)  0.00
H (3.758, -1.072, -0.078)  0.00
H (4.586, -0.268, -1.442)  0.01
O (1.018, -2.544, -1.991)  0.00
C (-0.150, -2.240, -2.128)  0.00
N (-0.821, -1.179, -1.554)  0.07
C (-2.134, -1.180, -1.977)  0.00
O (-2.980, -0.344, -1.730)  0.00
C (-2.346, -2.376, -2.875)  0.01
C (-3.474, -2.859, -3.501)  0.00
C (-3.344, -4.027, -4.253)  0.00
C (-2.113, -4.665, -4.372)  0.00
C (-0.980, -4.159, -3.734)  0.00
C (-1.128, -3.011, -2.986)  0.00
H (-4.426, -2.350, -3.399)  0.00
H (-4.214, -4.446, -4.746)  0.00
H (-2.038, -5.571, -4.961)  0.00
H (-0.017, -4.648, -3.818)  0.00
C (-1.547, -1.988, 3.131)  0.00
C (-0.929, -1.259, 1.961)  -0.01
O (0.241, -1.544, 1.607)  0.00
O (-1.613, -0.375, 1.351)  0.08
H (-0.909, -1.863, 4.006)  0.00
H (-1.592, -3.051, 2.895)  0.00
H (-2.546, -1.611, 3.336)  0.00

Its LUMO energy (alpha / beta) is 2.554 / 2.490 eV. The energy above the lowest of the compared OMol25 structures with the same formula, charge and spin is 0.499 eV. Its total charge is -1. The calculation puts the gap between HOMO and LUMO (alpha / beta) at 7.10 / 7.36 eV. The value obtained for the HOMO energy (alpha / beta) is -0.167 / -0.179 Eh. As for the multiplicity: 2.

Record 2
C26H25F2N3O8S | ωB97M-V/def2-TZVPD

Last column: natural (NBO) charge in e.
Positions of all 65 atoms, in Å:
C (-8.088, -1.678, 0.523)  -0.71
C (-6.685, -1.216, 0.854)  0.69
O (-6.124, -1.474, 1.890)  -0.59
N (-6.135, -0.475, -0.163)  -0.61
C (-4.881, 0.125, -0.233)  0.17
C (-4.547, 0.796, -1.412)  -0.25
C (-3.317, 1.409, -1.540)  -0.17
C (-2.422, 1.364, -0.487)  -0.37
S (-0.792, 2.063, -0.703)  2.34
O (-0.312, 2.567, 0.546)  -0.93
O (-0.804, 2.956, -1.823)  -0.94
N (0.096, 0.710, -1.169)  -0.69
C (0.044, 0.421, -2.584)  -0.44
C (0.413, -0.321, -0.283)  0.20
C (0.715, -0.051, 1.054)  -0.26
C (1.187, -1.044, 1.884)  -0.20
C (1.372, -2.342, 1.414)  0.28
O (1.972, -3.226, 2.279)  -0.49
C (2.442, -4.438, 1.753)  -0.17
C (3.307, -4.282, 0.504)  0.78
O (3.435, -5.135, -0.330)  -0.58
O (3.891, -3.081, 0.464)  -0.52
C (4.495, -2.674, -0.762)  -0.17
C (3.928, -1.306, -1.181)  0.67
O (3.571, -1.086, -2.315)  -0.60
N (3.924, -0.431, -0.151)  -0.62
C (3.453, 0.889, -0.121)  0.21
C (3.026, 1.566, -1.260)  -0.25
C (2.530, 2.849, -1.152)  -0.25
C (2.469, 3.476, 0.085)  0.36
O (1.938, 4.764, 0.071)  -0.50
C (1.802, 5.464, 1.196)  0.79
F (1.080, 4.858, 2.164)  -0.34
F (3.003, 5.739, 1.792)  -0.36
C (2.934, 2.829, 1.218)  -0.28
C (3.420, 1.539, 1.108)  -0.25
C (0.979, -2.640, 0.117)  -0.31
C (0.508, -1.641, -0.718)  -0.24
C (-2.737, 0.705, 0.686)  -0.18
C (-3.965, 0.084, 0.820)  -0.20
H (-8.476, -2.258, 1.355)  0.25
H (-8.080, -2.296, -0.372)  0.23
H (-8.736, -0.820, 0.353)  0.23
H (-6.710, -0.341, -0.984)  0.40
H (-5.256, 0.835, -2.227)  0.21
H (-3.040, 1.939, -2.437)  0.24
H (-0.030, 1.377, -3.096)  0.25
H (0.962, -0.082, -2.888)  0.23
H (-0.822, -0.195, -2.849)  0.18
H (0.611, 0.952, 1.427)  0.26
H (1.449, -0.824, 2.906)  0.22
H (3.048, -4.889, 2.547)  0.23
H (1.625, -5.131, 1.509)  0.21
H (5.577, -2.594, -0.612)  0.21
H (4.291, -3.413, -1.543)  0.24
H (4.174, -0.808, 0.754)  0.41
H (3.077, 1.082, -2.220)  0.25
H (2.167, 3.378, -2.017)  0.23
H (1.321, 6.426, 0.956)  0.13
H (2.912, 3.298, 2.188)  0.24
H (3.764, 1.027, 1.995)  0.21
H (1.050, -3.643, -0.275)  0.23
H (0.241, -1.912, -1.725)  0.22
H (-2.021, 0.692, 1.491)  0.24
H (-4.223, -0.432, 1.729)  0.26

The SMILES is CC(=O)Nc1ccc(S(=O)(=O)N(C)c2ccc(OCC(=O)OCC(=O)Nc3ccc(OC(F)F)cc3)cc2)cc1. Its LUMO energy is 0.403 eV. The energy above the lowest of the compared OMol25 structures with the same formula, charge and spin is 0.439 eV. The calculation puts the gap between HOMO and LUMO at 8.35 eV. The value obtained for the HOMO energy is -0.292 Eh.

Record 3
C26H25F4N4O2Re | ωB97M-V/def2-TZVPD

Last column: Mulliken spin population.
Positions of all 62 atoms, in Å:
Re (-0.426, -0.307, 0.045)  2.15
O (-0.350, -1.801, -1.330)  0.14
C (-0.538, -3.061, -1.207)  0.07
C (-0.345, -3.888, -2.349)  0.01
C (-0.598, -5.232, -2.314)  0.01
C (-1.077, -5.837, -1.144)  0.01
C (-1.232, -5.086, -0.009)  0.00
C (-0.942, -3.708, 0.014)  0.02
C (-1.022, -3.031, 1.261)  0.04
N (-0.805, -1.774, 1.475)  0.02
C (-0.897, -1.276, 2.835)  0.01
C (-1.478, 0.146, 2.769)  0.00
N (-0.651, 0.837, 1.801)  0.02
C (0.097, 1.801, 2.228)  0.01
C (1.312, 2.213, 1.616)  0.04
C (1.942, 3.407, 2.004)  -0.01
C (3.244, 3.667, 1.654)  0.02
C (3.970, 2.707, 0.942)  0.00
C (3.393, 1.523, 0.560)  0.01
C (2.036, 1.235, 0.849)  0.04
O (1.554, 0.088, 0.527)  0.05
H (0.018, -3.409, -3.247)  0.00
H (-0.430, -5.836, -3.194)  0.00
H (-1.313, -6.891, -1.140)  0.00
H (-1.583, -5.553, 0.899)  0.00
H (-1.265, -3.664, 2.117)  -0.01
H (-1.504, -1.923, 3.477)  -0.01
H (0.120, -1.215, 3.246)  0.00
H (-2.515, 0.104, 2.427)  0.00
H (-1.451, 0.628, 3.752)  0.00
H (-0.126, 2.246, 3.200)  0.00
H (1.387, 4.126, 2.589)  0.00
H (3.716, 4.590, 1.952)  0.00
H (5.006, 2.896, 0.700)  0.00
H (3.945, 0.770, 0.021)  0.00
C (-3.792, -0.787, 0.107)  0.02
N (-2.713, -0.157, -0.659)  -0.01
C (-2.884, -0.589, -2.055)  0.04
C (-2.824, 1.309, -0.572)  0.03
C (-1.729, 1.979, -1.408)  -0.03
N (-0.482, 1.220, -1.389)  0.20
C (0.374, 1.488, -2.411)  -0.02
C (1.482, 0.646, -2.687)  0.07
F (1.710, -0.429, -1.907)  0.02
C (2.334, 0.833, -3.763)  -0.02
F (3.355, -0.014, -3.920)  0.00
C (2.136, 1.844, -4.687)  0.06
C (1.070, 2.693, -4.450)  -0.02
F (0.818, 3.680, -5.314)  0.00
C (0.248, 2.559, -3.340)  0.04
F (-0.684, 3.527, -3.190)  0.00
H (-4.749, -0.642, -0.403)  0.00
H (-3.609, -1.858, 0.196)  0.00
H (-3.884, -0.354, 1.102)  0.00
H (-3.805, -0.162, -2.461)  0.00
H (-2.038, -0.282, -2.664)  -0.01
H (-2.950, -1.675, -2.096)  0.00
H (-3.800, 1.649, -0.937)  0.00
H (-2.735, 1.608, 0.475)  0.00
H (-2.096, 2.074, -2.434)  0.00
H (-1.564, 2.988, -1.012)  0.01
H (2.777, 1.964, -5.545)  0.00

Its LUMO energy (alpha / beta) is -3.155 / -4.226 eV. The energy above the lowest of the compared OMol25 structures with the same formula, charge and spin is 0.406 eV. Its total charge is +1. The calculation puts the gap between HOMO and LUMO (alpha / beta) at 7.05 / 6.28 eV. The value obtained for the HOMO energy (alpha / beta) is -0.375 / -0.386 Eh. As for the multiplicity: 4.

Record 4
C26H25F9MnNO2 | ωB97M-V/def2-TZVPD

Last column: Mulliken spin population.
Positions of all 64 atoms, in Å:
C (2.181, 0.056, 1.870)  0.05
C (2.223, -0.646, 0.644)  0.01
C (1.860, 0.246, -0.391)  0.04
H (2.472, -1.685, 0.524)  -0.01
C (1.627, 1.506, 0.197)  0.03
C (1.827, 1.390, 1.583)  0.01
H (1.289, 2.388, -0.317)  0.03
C (-1.301, -1.548, 2.241)  0.02
C (-0.204, -2.265, 1.736)  0.00
C (-0.299, -2.269, 0.327)  0.03
H (0.588, -2.706, 2.317)  0.00
C (-1.448, -1.547, -0.061)  0.04
C (-2.065, -1.108, 1.140)  0.02
H (1.795, 0.016, -1.440)  -0.01
H (1.656, 2.168, 2.307)  0.02
H (2.396, -0.351, 2.844)  -0.01
H (-2.948, -0.500, 1.210)  0.03
H (0.408, -2.723, -0.343)  0.00
H (-1.505, -1.336, 3.277)  0.02
Mn (-0.003, -0.020, 1.012)  4.51
C (-1.979, -1.339, -1.464)  -0.05
C (-3.488, -1.610, -1.443)  0.00
C (-1.297, -2.289, -2.443)  0.01
H (-3.682, -2.621, -1.086)  0.00
H (-3.906, -1.501, -2.438)  0.00
H (-4.000, -0.919, -0.776)  0.00
H (-1.488, -3.327, -2.175)  0.00
H (-0.218, -2.134, -2.452)  0.00
H (-1.676, -2.125, -3.445)  0.00
C (-1.682, 0.117, -1.845)  0.05
C (-2.220, 0.639, -3.160)  0.00
H (-0.598, 0.258, -1.851)  -0.01
H (-2.039, 0.778, -1.056)  0.04
O (-3.127, 0.125, -3.805)  0.00
N (-1.619, 1.782, -3.604)  0.00
C (-0.432, 2.412, -3.073)  0.00
H (-1.943, 2.077, -4.511)  0.00
C (0.885, 1.835, -3.538)  0.00
C (2.067, 2.458, -3.142)  0.00
H (2.021, 3.330, -2.500)  0.00
C (3.297, 1.968, -3.548)  0.00
H (4.204, 2.464, -3.231)  0.00
C (3.366, 0.835, -4.350)  0.00
H (4.326, 0.448, -4.663)  0.00
C (2.196, 0.203, -4.740)  0.00
H (2.239, -0.680, -5.363)  0.00
C (0.963, 0.702, -4.338)  0.00
H (0.055, 0.208, -4.656)  0.00
H (-0.460, 2.387, -1.984)  0.01
H (-0.473, 3.468, -3.342)  0.00
F (-1.880, 1.546, 4.380)  0.00
C (-1.428, 0.410, 5.029)  -0.01
F (-1.345, 0.701, 6.380)  0.00
F (-2.433, -0.538, 4.960)  0.00
C (-0.003, -0.020, 4.432)  0.03
O (-0.003, -0.020, 3.012)  0.09
C (0.973, 1.135, 4.922)  0.01
F (0.982, 1.261, 6.301)  0.00
F (2.290, 0.937, 4.581)  0.00
F (0.573, 2.354, 4.404)  0.00
C (0.487, -1.373, 5.070)  0.00
F (0.564, -1.256, 6.447)  0.00
F (-0.358, -2.437, 4.818)  0.00
F (1.742, -1.715, 4.609)  0.00

Its LUMO energy (alpha / beta) is 2.596 / 2.578 eV. Its total charge is -1. The calculation puts the gap between HOMO and LUMO (alpha / beta) at 5.81 / 6.54 eV. The value obtained for the HOMO energy (alpha / beta) is -0.118 / -0.146 Eh. As for the multiplicity: 6.

Record 5
C26H25FMnN4OSeSi | ωB97M-V/def2-TZVPD

Last column: Mulliken spin population.
Positions of all 60 atoms, in Å:
Mn (0.540, -0.462, 0.060)  4.29
C (-0.079, -3.748, 1.081)  0.03
Si (-0.639, -3.243, -0.627)  -0.01
C (-2.066, -4.320, -1.145)  0.00
C (0.721, -3.499, -1.890)  0.01
N (-0.928, -1.496, -0.603)  -0.12
C (-2.108, -0.783, -0.774)  -0.02
C (-3.398, -1.325, -0.789)  -0.05
C (-4.511, -0.521, -0.971)  0.02
C (-4.378, 0.853, -1.118)  -0.05
C (-3.117, 1.432, -1.079)  0.02
C (-2.022, 0.613, -0.913)  0.00
O (-0.718, 1.094, -0.810)  0.08
C (-0.448, 2.463, -0.899)  0.01
C (-0.233, 3.165, 0.272)  0.00
C (0.144, 4.499, 0.183)  0.00
C (0.291, 5.103, -1.059)  0.00
C (0.061, 4.376, -2.222)  0.00
C (-0.311, 3.040, -2.148)  0.00
H (0.197, -4.806, 1.092)  0.00
H (-0.888, -3.606, 1.801)  0.00
H (0.772, -3.166, 1.441)  -0.01
H (-1.665, -5.326, -1.296)  0.00
H (-2.512, -4.001, -2.088)  0.00
H (-2.851, -4.396, -0.392)  0.00
H (1.157, -4.497, -1.798)  0.00
H (1.529, -2.772, -1.809)  0.00
H (0.309, -3.411, -2.898)  0.00
H (-3.526, -2.389, -0.659)  0.00
H (-5.493, -0.972, -0.988)  0.00
H (-5.250, 1.478, -1.251)  0.00
H (-2.991, 2.502, -1.169)  0.00
H (-0.354, 2.667, 1.226)  0.00
H (0.317, 5.067, 1.087)  0.00
H (0.579, 6.143, -1.123)  0.00
H (0.170, 4.849, -3.189)  0.00
H (-0.491, 2.450, -3.037)  0.00
Se (4.012, -2.696, 0.267)  0.01
N (5.173, -1.595, -0.473)  0.01
C (4.579, -0.424, -0.612)  0.00
C (5.120, 0.773, -1.176)  0.01
C (4.289, 1.839, -1.286)  0.00
C (2.923, 1.765, -0.862)  0.02
N (2.391, 0.701, -0.321)  -0.02
C (3.215, -0.389, -0.187)  -0.01
N (2.704, -1.494, 0.318)  0.02
H (6.148, 0.801, -1.510)  0.00
H (4.635, 2.769, -1.714)  0.00
H (2.272, 2.625, -0.981)  0.00
F (-0.806, 0.822, 5.866)  0.00
C (-0.527, 0.486, 4.598)  0.03
C (-1.573, 0.283, 3.717)  -0.02
C (-1.277, -0.063, 2.405)  0.00
C (0.042, -0.195, 1.990)  -0.26
C (1.073, 0.007, 2.904)  0.02
C (0.795, 0.353, 4.220)  -0.01
H (-2.593, 0.390, 4.063)  0.00
H (-2.100, -0.224, 1.716)  -0.01
H (2.112, -0.102, 2.610)  0.00
H (1.579, 0.517, 4.947)  0.00

Its LUMO energy (alpha / beta) is -4.821 / -4.844 eV. The energy above the lowest of the compared OMol25 structures with the same formula, charge and spin is 0.000 eV. Its total charge is +1. The calculation puts the gap between HOMO and LUMO (alpha / beta) at 5.60 / 5.86 eV. The value obtained for the HOMO energy (alpha / beta) is -0.383 / -0.393 Eh. As for the multiplicity: 5.

Record 6
C26H25N5O5S | ωB97M-V/def2-TZVPD

Last column: natural (NBO) charge in e.
Positions of all 62 atoms, in Å:
H (-2.789, -0.415, -2.435)  0.36
N (-1.825, -0.297, -2.139)  -0.66
C (-1.672, 0.433, -1.121)  0.43
C (-0.356, 0.758, -0.568)  -0.28
C (0.727, 0.315, -1.257)  0.02
C (2.122, 0.591, -1.032)  -0.12
C (3.065, -0.389, -1.349)  -0.16
C (4.407, -0.165, -1.133)  -0.29
C (4.874, 1.056, -0.652)  0.24
O (6.198, 1.329, -0.462)  -0.50
C (7.157, 0.322, -0.699)  -0.10
C (7.067, -0.866, 0.230)  0.03
C (6.482, -0.749, 1.482)  -0.24
C (6.415, -1.842, 2.327)  -0.19
C (6.942, -3.059, 1.932)  -0.22
C (7.536, -3.180, 0.686)  -0.19
C (7.594, -2.090, -0.163)  -0.25
C (3.936, 2.074, -0.369)  0.31
O (4.211, 3.342, 0.041)  -0.51
C (5.449, 3.672, 0.631)  -0.24
C (2.587, 1.815, -0.553)  -0.18
C (-0.285, 1.417, 0.769)  0.64
O (0.682, 1.352, 1.491)  -0.54
N (-1.428, 2.078, 1.199)  -0.55
C (-2.536, 1.886, 0.609)  0.30
S (-4.065, 2.613, 1.069)  0.39
C (-4.826, 1.660, -0.212)  0.10
C (-6.288, 1.700, -0.429)  -0.55
C (-7.003, 0.842, 0.637)  0.69
O (-7.625, 1.375, 1.531)  -0.62
N (-6.865, -0.494, 0.540)  -0.44
C (-6.269, -1.258, -0.534)  -0.25
C (-7.370, -2.069, -1.234)  -0.08
O (-8.043, -2.905, -0.325)  -0.52
C (-8.628, -2.159, 0.719)  -0.08
C (-7.574, -1.349, 1.478)  -0.26
N (-4.022, 0.924, -0.876)  -0.26
N (-2.752, 1.041, -0.447)  -0.29
H (0.503, -0.332, -2.099)  0.24
H (2.739, -1.346, -1.728)  0.21
H (5.106, -0.956, -1.351)  0.23
H (8.115, 0.832, -0.542)  0.21
H (7.118, -0.009, -1.746)  0.18
H (6.070, 0.200, 1.795)  0.22
H (5.949, -1.741, 3.296)  0.22
H (6.891, -3.912, 2.591)  0.21
H (7.950, -4.127, 0.373)  0.21
H (8.052, -2.187, -1.137)  0.21
H (6.263, 3.671, -0.096)  0.18
H (5.696, 2.998, 1.454)  0.17
H (5.314, 4.680, 1.023)  0.19
H (1.902, 2.616, -0.331)  0.23
H (-6.534, 1.362, -1.435)  0.25
H (-6.651, 2.718, -0.283)  0.26
H (-5.752, -0.620, -1.245)  0.23
H (-5.544, -1.954, -0.095)  0.21
H (-6.940, -2.724, -1.993)  0.20
H (-8.083, -1.378, -1.711)  0.16
H (-9.108, -2.882, 1.379)  0.20
H (-9.389, -1.475, 0.313)  0.17
H (-8.039, -0.718, 2.236)  0.25
H (-6.854, -2.027, 1.948)  0.20

The SMILES is [H]/N=C1/C(=C/c2ccc(OCc3ccccc3)c(OC)c2)C(=O)N=C2SC(CC(=O)N3CCOCC3)=NN21. Its LUMO energy is -0.653 eV. The energy above the lowest of the compared OMol25 structures with the same formula, charge and spin is 0.247 eV. The calculation puts the gap between HOMO and LUMO at 7.35 eV. The value obtained for the HOMO energy is -0.294 Eh.